# 1
DFT (the ωB97M-V functional and the def2-TZVPD basis) results for an isolated molecule of C16H23NO2.

Its electronic energy is -828.72220 hartree. The HOMO energy comes out at -9.08 eV. For the orbital gap, the calculation gives 0.364 hartree. The value obtained for the relative energy (zero: lowest compared OMol25 entry of this formula, charge and spin) is 15.5 kcal per mole.

Element x y z (Å)
C: 0.2750 -3.8407 -0.5921
C: -0.0456 -2.3892 -0.2458
O: -1.4106 -2.1672 0.0603
C: -2.2637 -2.1330 -1.0636
H: -3.2845 -2.1144 -0.6709
C: -2.0342 -0.9268 -1.9832
O: -1.7631 -1.0922 -3.1610
N: -2.1756 0.2982 -1.4419
C: -2.3878 0.5999 -0.0467
H: -3.1125 1.4204 -0.0036
C: -1.0630 1.0242 0.6122
H: -0.6092 0.1720 1.1166
C: -0.0990 1.5705 -0.4475
C: -0.9013 2.3989 -1.4516
C: -1.8369 1.4668 -2.2358
H: -2.7563 1.9907 -2.5216
H: -1.3560 1.0998 -3.1454
H: -0.2368 2.9134 -2.1466
H: -1.4735 3.1582 -0.9149
C: 1.0421 2.3667 0.1979
C: 1.8339 1.4868 1.1237
C: 1.7210 1.6043 2.5022
C: 2.4192 0.7559 3.3439
C: 3.2386 -0.2264 2.8163
C: 3.3619 -0.3501 1.4425
C: 2.6660 0.5015 0.6046
H: 2.7716 0.4036 -0.4666
H: 4.0033 -1.1118 1.0234
H: 3.7816 -0.8910 3.4719
H: 2.3215 0.8611 4.4146
H: 1.0820 2.3680 2.9224
H: 0.6309 3.2171 0.7456
H: 1.6940 2.7522 -0.5899
H: 0.3446 0.7267 -0.9866
H: -1.2633 1.7915 1.3619
H: -2.8077 -0.2583 0.4718
H: -2.1481 -3.0295 -1.6842
H: 0.4940 -2.0974 0.6603
H: 0.2696 -1.7338 -1.0684
H: 1.3519 -3.9639 -0.6639
H: -0.1673 -4.1230 -1.5441
H: -0.1069 -4.4996 0.1838

***

# 2
DFT (the ωB97M-V functional and the def2-TZVPD basis) results for a cluster of 2 separate species, C8H15NO4S in total in a non-equilibrium geometry.

Its electronic energy is -1067.59345 hartree. The HOMO energy (spin up / spin down) comes out at -8.39 / -9.02 eV. For the orbital gap (spin up / spin down), the calculation gives 0.301 / 0.307 hartree. The value obtained for the relative energy (zero: lowest compared OMol25 entry of this formula, charge and spin) is 98.8 kcal per mole.

Element x y z (Å)
C: -3.5021 1.9572 1.7796
C: 0.4654 0.1888 -1.4963
C: -0.8851 -0.7343 -1.7823
C: -1.3900 -0.4490 -3.2210
C: 2.4407 1.2616 1.0266
C: 0.2196 0.1607 1.5936
C: 2.3235 -1.1128 1.4931
C: 1.5347 0.0507 0.8666
N: 1.2712 -0.3949 -0.5155
O: -4.1607 2.1591 0.8405
O: -2.8734 1.7855 2.7097
O: -2.2155 -2.9048 -0.3988
O: -1.9169 -0.3778 -0.8717
S: -2.6570 -1.5947 -0.0126
H: 1.0236 0.2224 -2.4980
H: 0.0181 1.1651 -1.2639
H: -0.5817 -1.8515 -1.4880
H: -0.5745 -0.3080 -4.0647
H: -1.8306 0.5629 -3.0358
H: -2.0616 -1.2722 -3.4591
H: 2.9112 1.1292 2.0754
H: 3.1845 1.3703 0.1597
H: 1.9499 2.2734 0.9067
H: 0.5328 0.4389 2.6125
H: -0.5015 -0.7668 1.6170
H: -0.3069 0.9834 1.2738
H: 2.4048 -0.9362 2.6712
H: 1.7801 -2.0358 1.2722
H: 3.3974 -0.9705 1.2097

***

# 3
DFT (the ωB97M-V functional and the def2-TZVPD basis) results for a structure of composition C42H36BCrF3O6 in a non-equilibrium geometry.

Its electronic energy is -3441.30030 hartree. As for the spin multiplicity: 4. The total charge is +3. The HOMO energy (spin up / spin down) comes out at -15.60 / -15.59 eV. For the orbital gap (spin up / spin down), the calculation gives 0.150 / 0.120 hartree. The value obtained for the relative energy (zero: lowest compared OMol25 entry of this formula, charge and spin) is 72.3 kcal per mole.

Element x y z (Å)
C: -2.5410 4.5962 1.5721
C: -1.8023 3.7425 2.4695
C: -2.1619 3.0920 3.6341
C: -1.0071 2.3679 4.0487
C: -0.0660 2.4445 3.0313
B: -2.4072 -1.9773 2.3748
C: 1.3522 2.2117 2.8867
C: 2.1130 1.6880 3.9423
C: 3.4528 1.3474 3.7511
C: 4.0016 1.5044 2.4835
C: 5.4008 1.0144 2.2132
F: 5.5700 0.5986 0.9131
F: 6.3401 1.9894 2.4553
F: 5.7410 -0.0452 3.0126
C: 3.3183 2.1621 1.4611
C: 1.9991 2.5277 1.6700
O: -2.9691 -2.0270 3.6270
C: -4.0315 -1.0394 3.5607
C: -5.1857 -1.5805 4.3939
C: -3.4922 0.2525 4.1445
C: -4.3061 -0.8472 1.9896
C: -5.3895 -1.8159 1.5299
C: -4.6304 0.5741 1.5333
O: -3.0606 -1.2404 1.3864
O: -0.5325 3.3904 2.1267
H: -2.9808 5.3971 2.1742
H: -1.8906 5.0346 0.8035
H: -3.3828 4.0500 1.1113
H: -3.1425 3.1781 4.1012
H: -0.9795 1.6715 4.8759
H: 1.6006 1.4393 4.8659
H: 4.0608 0.9110 4.5486
H: 3.8263 2.3563 0.5219
H: 1.4566 3.0186 0.8659
H: -6.0959 -0.9776 4.2618
H: -5.3870 -2.6367 4.1683
H: -4.8984 -1.5411 5.4463
H: -4.2718 1.0307 4.1027
H: -3.2410 0.1139 5.2054
H: -2.5765 0.5684 3.6054
H: -6.3622 -1.4937 1.9273
H: -5.4437 -1.8442 0.4335
H: -5.1567 -2.8291 1.8839
H: -5.5817 0.9357 1.9630
H: -3.8444 1.2926 1.8031
H: -4.7400 0.6098 0.4391
O: 3.3214 -6.2285 4.3293
C: 3.0445 -5.1602 4.6875
Cr: 2.5829 -3.3185 4.9837
C: 1.7297 -3.4947 3.3174
O: 1.4609 -3.7064 2.1987
C: 3.9571 -2.9916 3.6904
O: 4.6636 -2.9446 2.7650
C: 3.0877 -3.3132 7.0973
C: 1.7424 -3.6938 6.9331
C: 0.8594 -2.9197 6.1667
C: 1.2306 -1.6687 5.6094
C: 0.3228 -0.8682 4.8252
C: -0.2802 -0.4478 3.8184
C: -0.8350 0.0264 2.7043
C: -0.2643 -0.0148 1.3790
C: 1.0071 -0.6194 1.1469
C: 1.6647 -0.4740 -0.0684
C: 1.0434 0.2342 -1.1024
C: -0.2466 0.7561 -0.9220
C: -0.9053 0.6033 0.2922
C: -1.6566 -3.2896 1.9782
C: -1.4445 -4.2911 2.9328
C: -1.5031 -5.6247 2.5251
C: -1.7191 -5.9650 1.1875
C: -1.6704 -4.9609 0.2263
C: -1.6333 -3.6279 0.6247
C: 2.6118 -1.3610 5.7134
C: 3.5076 -2.1216 6.4898
H: 3.7904 -3.9137 7.6873
H: 1.3930 -4.6270 7.3805
H: -0.1745 -3.2383 6.0539
H: 1.4302 -1.2107 1.9652
H: 2.6702 -0.8862 -0.1970
H: 1.5981 0.4355 -2.0245
H: -0.7397 1.2868 -1.7414
H: -1.9373 0.9267 0.4301
H: -1.2933 -4.0321 3.9825
H: -1.4189 -6.4084 3.2687
H: -1.9121 -6.9917 0.8934
H: -1.6793 -5.2059 -0.8304
H: -1.5871 -2.8277 -0.1059
H: 2.9716 -0.4706 5.2117
H: 4.5493 -1.8016 6.5871

***

# 4
DFT (the ωB97M-V functional and the def2-TZVPD basis) results for a structure of composition C7H17FGaO4S in a non-equilibrium geometry.

Its electronic energy is -3000.60493 hartree. The total charge is -1. The HOMO energy comes out at -4.91 eV. For the orbital gap, the calculation gives 0.273 hartree.

Element x y z (Å)
C: 4.6875 1.2784 -1.7654
C: 3.6894 1.0529 -3.0457
F: 3.4484 2.3532 -3.7121
Ga: 1.9318 0.0495 -2.6301
C: 0.6145 1.0679 -1.4041
C: -0.3637 2.0251 -2.3567
O: -1.0013 3.0685 -1.8153
H: 5.4785 2.1062 -2.1042
H: 4.1737 1.7049 -0.8020
H: 5.3152 0.2882 -1.5515
H: 4.2934 0.3807 -3.8231
H: 1.1359 -0.2205 -4.0270
H: 2.2015 -1.4001 -1.9971
H: -0.1263 0.2546 -0.9410
H: 1.1016 1.6475 -0.5120
H: -0.5603 1.7820 -3.4928
O: -1.5515 -0.6009 0.5279
S: -1.4372 -0.6354 1.9709
O: -0.5554 -1.5609 2.6483
O: -2.9269 -0.7610 2.6180
C: -3.7659 -1.8258 2.1950
C: -3.3683 -3.1371 2.8463
C: -1.0781 1.0039 2.5489
H: -3.7680 -1.9100 1.1032
H: -4.7859 -1.5701 2.5010
H: -2.3892 -3.4716 2.4907
H: -4.0967 -3.9200 2.6164
H: -3.2964 -3.0246 3.9327
H: -1.7697 1.7049 2.0786
H: -0.0508 1.2442 2.2667
H: -1.1797 1.0252 3.6355

***

> Look up the electronic energy of the second one.

-1067.59345 hartree